Molecular formula: C4H5NO2
Method: DFT, ωB97M-V/def2-TZVPD

The geometry in XYZ format:
```
12
Properties=species:S:1:pos:R:3
O -1.06 2.14 0.68
C -0.94 1.13 0.02
C -0.63 -0.23 0.61
C -0.20 -1.33 -0.23
N 0.86 -0.69 0.56
C 1.55 0.33 -0.12
O 0.99 1.23 -0.72
H -1.29 -0.44 1.45
H -1.29 1.02 -1.02
H -0.20 -1.21 -1.31
H -0.43 -2.33 0.14
H 2.64 0.37 -0.06
```

Properties
**Spin multiplicity**: 1
**SMILES**: O=C[C@H]1CN1C=O
**Highest occupied orbital energy**: -9.58 eV
**Energy above the lowest of the compared OMol25 structures with the same formula, charge and spin**: 64.1 kcal per mole
**Electronic energy**: -360.5673 Ha
**Gap between HOMO and LUMO**: 9.99 eV

Atomic partial charges in e from the natural (NBO) method, atoms 1 to 5: number 1, O, carries -0.553; number 2, C, carries 0.428; number 3, C, carries -0.170; number 4, C, carries -0.231; number 5, N, carries -0.452


Molecular formula: C4H5NO2
Method: DFT, ωB97M-V/def2-TZVPD

The geometry in XYZ format:
```
12
Properties=species:S:1:pos:R:3
N 1.79 0.69 -1.63
C 1.50 0.09 -0.47
C -0.34 -0.01 1.51
C -1.39 -0.23 0.77
O -2.62 0.06 0.36
C -0.24 -1.08 0.48
O 0.50 -0.78 -0.71
H 1.22 0.56 -2.46
H 2.46 1.44 -1.62
H 0.25 0.60 2.18
H -2.94 0.81 0.89
H -0.19 -2.14 0.71
```

Properties
**Spin multiplicity**: 1
**Highest occupied orbital energy**: -8.48 eV
**Energy above the lowest of the compared OMol25 structures with the same formula, charge and spin**: 103.1 kcal per mole
**Electronic energy**: -360.5051 Ha
**Gap between HOMO and LUMO**: 9.14 eV

Atomic partial charges in e from the natural (NBO) method, atoms 1 to 5: number 1, N, carries -0.812; number 2, C, carries 0.275; number 3, C, carries -0.296; number 4, C, carries 0.303; number 5, O, carries -0.640


Molecular formula: C4H5NO2
Method: DFT, ωB97M-V/def2-TZVPD

The geometry in XYZ format:
```
12
Properties=species:S:1:pos:R:3
O -1.94 0.77 0.85
C -1.78 0.00 -0.07
C -0.36 -0.04 -0.55
C 0.33 0.82 0.50
N 1.90 0.30 0.18
C 1.68 -0.90 -0.17
O 0.27 -1.30 -0.45
H -2.62 -0.62 -0.43
H -0.20 0.41 -1.55
H 0.20 1.91 0.44
H 0.23 0.46 1.53
H 2.29 -1.80 -0.30
```

Properties
**Spin multiplicity**: 1
**SMILES**: O=C[C@H]1CN=CO1
**Highest occupied orbital energy**: -10.11 eV
**Energy above the lowest of the compared OMol25 structures with the same formula, charge and spin**: 61.4 kcal per mole
**Electronic energy**: -360.5715 Ha
**Gap between HOMO and LUMO**: 10.66 eV

Atomic partial charges in e from the natural (NBO) method, atoms 1 to 5: number 1, O, carries -0.497; number 2, C, carries 0.419; number 3, C, carries -0.058; number 4, C, carries -0.221; number 5, N, carries -0.441


Molecular formula: C4H5NO2
Method: DFT, ωB97M-V/def2-TZVPD

The geometry in XYZ format:
```
12
Properties=species:S:1:pos:R:3
O 0.94 -1.19 -0.30
C 1.57 -0.03 -0.48
C 1.01 1.06 0.04
C -0.44 0.86 0.35
N -0.40 -0.53 0.72
C -1.36 -1.37 0.10
O -2.27 -0.98 -0.58
H 2.43 0.03 -1.14
H 1.53 1.99 0.21
H -1.13 1.07 -0.49
H -0.71 1.50 1.20
H -1.17 -2.42 0.36
```

Properties
**Spin multiplicity**: 1
**Highest occupied orbital energy**: -8.86 eV
**Energy above the lowest of the compared OMol25 structures with the same formula, charge and spin**: 95.8 kcal per mole
**Electronic energy**: -360.5167 Ha
**Gap between HOMO and LUMO**: 7.96 eV

Atomic partial charges in e from the natural (NBO) method, atoms 1 to 5: number 1, O, carries -0.398; number 2, C, carries 0.145; number 3, C, carries -0.321; number 4, C, carries -0.313; number 5, N, carries -0.162


Molecular formula: C4H5NO2
Method: DFT, ωB97M-V/def2-TZVPD

The geometry in XYZ format:
```
12
Properties=species:S:1:pos:R:3
C 0.66 -0.59 -0.46
C -0.34 -0.25 0.57
C -1.19 -1.25 1.11
C -1.05 1.10 0.56
H 2.12 0.67 -1.34
H 0.98 1.52 -0.37
H -1.05 -2.34 0.54
H -2.34 -1.48 1.43
H -2.03 0.99 1.31
N 1.40 0.56 -0.65
O 1.16 -1.71 -0.88
O -0.65 2.05 -0.09
```

Properties
**Spin multiplicity**: 1
**SMILES**: C=C(C=O)C(N)=O
**Highest occupied orbital energy**: -9.89 eV
**Energy above the lowest of the compared OMol25 structures with the same formula, charge and spin**: 80.2 kcal per mole
**Electronic energy**: -360.5416 Ha
**Gap between HOMO and LUMO**: 8.84 eV

Atomic partial charges in e from the natural (NBO) method, atoms 1 to 5: number 1, C, carries 0.607; number 2, C, carries -0.262; number 3, C, carries -0.280; number 4, C, carries 0.429; number 5, H, carries 0.402


Molecular formula: C4H5NO2
Method: DFT, ωB97M-V/def2-TZVPD

The geometry in XYZ format:
```
12
Properties=species:S:1:pos:R:3
C -0.28 -0.19 -2.38
C 0.46 1.21 2.31
C -0.30 -1.09 -1.36
C -0.21 -0.66 0.08
N 1.02 0.25 1.69
O 0.92 0.06 0.22
O -0.97 -0.93 0.95
H -0.42 -0.57 -3.40
H -0.16 0.84 -2.13
H 0.07 2.28 2.07
H 0.32 0.99 3.37
H -0.45 -2.20 -1.41
```

Properties
**Spin multiplicity**: 3
**Highest occupied orbital energy (spin up / spin down)**: -6.43 / -10.60 eV
**Energy above the lowest of the compared OMol25 structures with the same formula, charge and spin**: 70.4 kcal per mole
**Electronic energy**: -360.3867 Ha
**Expectation value of S²**: 2.01
**Gap between HOMO and LUMO (spin up / spin down)**: 7.20 / 7.89 eV

Atomic partial charges in e from the natural (NBO) method, atoms 1 to 5: number 1, C, carries -0.339; number 2, C, carries -0.393; number 3, C, carries -0.295; number 4, C, carries 0.738; number 5, N, carries 0.042


Molecular formula: C4H5NO2S
Method: DFT, ωB97M-V/def2-TZVPD

The geometry in XYZ format:
```
13
Properties=species:S:1:pos:R:3
C -0.43 0.42 -0.10
C 0.71 -0.26 -0.35
C -0.23 -1.10 1.50
C -1.10 1.53 -0.81
N 0.84 -1.21 0.66
O -1.00 -0.11 1.04
O 1.60 -0.10 -1.35
S -0.50 -2.00 2.83
H -2.07 1.22 -1.18
H -0.48 1.84 -1.64
H -1.25 2.37 -0.13
H 1.58 -1.89 0.78
H 2.33 -0.72 -1.26
```

Properties
**Spin multiplicity**: 1
**SMILES**: Cc1oc(=S)[nH]c1O
**Highest occupied orbital energy**: -7.79 eV
**Energy above the lowest of the compared OMol25 structures with the same formula, charge and spin**: 30.6 kcal per mole
**Electronic energy**: -758.8313 Ha
**Gap between HOMO and LUMO**: 7.92 eV

Atomic partial charges in e from the natural (NBO) method, atoms 1 to 5: number 1, C, carries 0.150; number 2, C, carries 0.396; number 3, C, carries 0.349; number 4, C, carries -0.647; number 5, N, carries -0.600


Molecular formula: C4H5NO2S
Method: DFT, ωB97M-V/def2-TZVPD

The geometry in XYZ format:
```
13
Properties=species:S:1:pos:R:3
C 1.15 -0.82 -0.46
C 2.52 -0.60 -0.26
C 0.47 0.26 -0.01
C -0.98 0.30 0.09
N 2.86 0.57 0.09
O -1.54 1.57 -0.09
O -1.58 -0.66 0.33
S 1.55 1.48 0.53
H 0.78 -1.74 -0.71
H 3.34 -1.42 -0.48
H -3.98 -0.33 0.31
H -0.95 2.27 -0.13
H -3.64 -0.88 0.77
```

Properties
**Spin multiplicity**: 1
**Highest occupied orbital energy**: -10.28 eV
**Energy above the lowest of the compared OMol25 structures with the same formula, charge and spin**: 63.5 kcal per mole
**Electronic energy**: -758.7789 Ha
**Gap between HOMO and LUMO**: 10.14 eV

Atomic partial charges in e from the natural (NBO) method, atoms 1 to 5: number 1, C, carries -0.254; number 2, C, carries 0.036; number 3, C, carries -0.348; number 4, C, carries 0.777; number 5, N, carries -0.579